{"formula": "C27H61O19S6", "method": "ωB97M-V/def2-TZVPD", "species": ["C", "C", "C", "O", "H", "H", "H", "H", "H", "H", "H", "O", "S", "O", "O", "C", "C", "C", "H", "H", "H", "H", "H", "H", "H", "H", "O", "S", "O", "O", "C", "C", "C", "H", "H", "H", "H", "H", "H", "H", "H", "O", "S", "O", "O", "C", "C", "C", "H", "H", "H", "H", "H", "H", "H", "H", "O", "S", "O", "O", "C", "C", "C", "H", "H", "H", "H", "H", "H", "H", "H", "O", "S", "O", "O", "C", "C", "C", "H", "H", "H", "H", "H", "H", "H", "H", "O", "S", "O", "O", "C", "C", "C", "H", "H", "H", "H", "H", "H", "H", "H", "C", "C", "C", "C", "C", "C", "H", "H", "H", "H", "H", "H"], "xyz": [[0.685, -1.018, -0.676], [0.196, 0.148, 0.205], [0.816, 0.055, 1.597], [0.351, 1.415, -0.446], [0.363, -2.010, -0.357], [1.773, -1.032, -0.745], [0.277, -0.901, -1.680], [-0.863, -0.054, 0.370], [0.592, -0.828, 2.195], [0.578, 0.870, 2.281], [1.884, 0.040, 1.378], [-2.319, 3.062, -1.195], [-3.541, 2.801, -0.398], [-4.463, 3.893, -0.052], [-4.378, 1.652, -1.261], [-5.526, 1.034, -0.642], [-6.726, 1.271, -1.556], [-3.178, 1.904, 1.218], [-5.808, 1.686, 0.185], [-5.373, -0.008, -0.361], [-6.971, 0.420, -2.191], [-6.581, 2.145, -2.191], [-7.645, 1.442, -0.996], [-2.859, 0.876, 1.047], [-4.151, 1.804, 1.699], [-2.511, 2.453, 1.883], [-2.761, -0.747, -1.495], [-2.362, -0.364, -2.867], [-1.612, 0.868, -3.106], [-1.559, -1.666, -3.635], [-1.787, -3.005, -3.174], [-2.150, -3.941, -4.267], [-3.911, -0.313, -3.864], [-2.580, -3.086, -2.430], [-0.872, -3.360, -2.702], [-1.405, -3.909, -5.061], [-3.110, -3.646, -4.692], [-2.206, -4.956, -3.875], [-4.631, 0.401, -3.464], [-4.445, -1.257, -3.750], [-3.750, -0.108, -4.922], [1.595, 1.125, -4.174], [2.326, -0.094, -4.512], [3.708, -0.063, -4.879], [2.243, -1.205, -3.225], [2.910, -2.412, -3.318], [2.330, -3.479, -2.298], [1.288, -0.981, -5.822], [3.964, -2.206, -3.129], [2.889, -2.690, -4.371], [2.719, -4.476, -2.503], [1.294, -3.657, -2.588], [2.394, -3.167, -1.255], [1.298, -0.172, -6.552], [0.261, -1.137, -5.492], [1.737, -1.893, -6.215], [0.353, 4.760, -0.132], [-0.113, 5.037, 1.239], [-1.564, 5.151, 1.483], [0.449, 3.860, 2.315], [-0.029, 3.830, 3.636], [1.136, 3.456, 4.561], [0.727, 6.510, 1.897], [-0.877, 3.145, 3.652], [-0.469, 4.783, 3.928], [0.942, 3.656, 5.615], [2.097, 3.882, 4.273], [1.188, 2.367, 4.582], [0.391, 7.430, 1.420], [1.803, 6.433, 2.053], [0.359, 6.649, 2.914], [4.882, 4.631, -1.162], [3.985, 3.504, -0.837], [2.874, 3.275, -1.729], [4.931, 2.117, -0.746], [4.282, 0.896, -0.395], [4.972, -0.380, -1.069], [3.407, 3.564, 0.915], [3.227, 0.875, -0.668], [4.355, 0.868, 0.693], [4.621, -1.323, -0.648], [6.056, -0.428, -0.966], [4.836, -0.349, -2.150], [2.524, 2.932, 1.017], [3.155, 4.607, 1.102], [4.251, 3.367, 1.575], [-4.300, -3.268, 3.251], [-4.127, -2.330, 2.172], [-5.316, -1.807, 1.490], [-3.195, -1.068, 2.696], [-2.152, -1.272, 3.641], [-1.586, 0.085, 4.055], [-2.960, -3.028, 0.902], [-1.353, -1.891, 3.234], [-2.474, -1.946, 4.434], [-0.737, -0.113, 4.709], [-2.276, 0.783, 4.531], [-1.231, 0.674, 3.210], [-3.648, -3.338, 0.116], [-2.338, -3.828, 1.305], [-2.318, -2.221, 0.548], [2.856, -4.227, 2.070], [2.838, -2.847, 1.944], [3.490, -2.115, 2.921], [4.207, -2.728, 3.982], [4.319, -4.132, 3.980], [3.628, -4.855, 3.042], [2.284, -4.824, 1.375], [2.312, -2.472, 1.078], [3.575, -1.046, 2.793], [4.743, -2.142, 4.714], [4.848, -4.739, 4.699], [3.720, -5.931, 3.066]], "mulliken_charge": [-0.18, 2.94, 0.41, -0.79, 0.23, -0.53, -0.30, -1.70, 0.02, -0.70, -0.49, -0.42, 1.08, -0.67, -0.29, 0.14, -1.50, -0.05, 0.52, -0.05, 0.35, 0.33, 0.39, -0.25, 0.54, -0.15, -0.23, 0.83, -0.45, -0.02, 0.59, -1.56, -1.14, 0.11, -0.17, 0.34, 0.32, 0.42, 0.20, 0.33, 0.41, -0.48, 1.18, -0.65, 0.05, -0.57, -0.46, -0.89, 0.28, 0.54, 0.47, -0.12, -0.11, 0.42, 0.09, 0.36, -0.49, 1.22, -0.61, -0.08, -0.08, -1.19, -1.09, -0.15, 0.66, 0.39, 0.29, 0.21, 0.38, 0.28, 0.37, -0.69, 1.09, -0.46, -0.49, 0.42, -1.14, -0.57, 0.01, 0.11, 0.26, 0.54, 0.07, 0.02, 0.15, 0.51, -0.67, 1.17, -0.59, -0.16, -0.53, -0.42, -0.58, 0.28, 0.46, 0.40, 0.48, -0.43, 0.44, 0.49, -0.29, -0.63, 0.08, -0.15, -0.73, -0.29, -0.43, 0.39, 0.45, 0.26, 0.38, 0.34, 0.35], "total_charge": -1, "de_lowest_ev": 3.053}

{"formula": "C27H62AlIN2O7P", "method": "ωB97M-V/def2-TZVPD", "species": ["C", "C", "P", "C", "Al", "C", "C", "C", "C", "C", "C", "O", "C", "O", "C", "C", "N", "C", "C", "I", "O", "C", "C", "N", "C", "C", "C", "O", "O", "H", "H", "H", "H", "H", "H", "H", "H", "H", "H", "H", "H", "H", "H", "H", "H", "H", "H", "H", "H", "H", "H", "H", "H", "H", "H", "H", "H", "H", "H", "H", "H", "H", "H", "H", "H", "H", "H", "H", "H", "H", "H", "C", "C", "O", "C", "C", "H", "H", "H", "H", "H", "H", "H", "H", "H", "H", "C", "C", "O", "C", "C", "H", "H", "H", "H", "H", "H", "H", "H", "H", "H"], "xyz": [[-2.769, 3.487, 0.824], [-2.322, 3.202, 2.299], [-1.497, 1.501, 2.472], [-0.593, 1.496, 4.130], [-0.025, 1.367, 0.670], [-1.011, 0.865, -1.072], [-2.369, 0.132, -0.771], [-2.204, -1.406, -0.485], [-3.205, -2.235, -1.389], [-2.369, -3.121, -2.393], [-1.952, -4.472, -1.697], [-0.570, -4.343, -1.317], [-0.065, -5.610, -0.898], [1.314, 0.046, 0.697], [2.332, 0.803, 0.066], [3.676, 0.087, -0.265], [3.610, -0.495, -1.620], [4.499, 0.177, -2.595], [2.368, 2.207, 0.879], [3.993, 3.592, 0.450], [2.143, 1.928, 2.270], [3.294, 1.359, 2.887], [2.789, 0.148, 3.742], [3.879, -0.721, 4.231], [3.921, -0.865, 5.686], [3.434, -2.296, 6.122], [2.478, -2.272, 7.358], [4.538, -3.169, 6.391], [1.154, 2.834, 0.541], [-3.367, 2.670, 0.373], [-3.408, 4.399, 0.778], [-1.894, 3.645, 0.154], [-1.558, 3.985, 2.536], [-3.177, 3.326, 3.003], [-0.382, 0.429, 4.361], [0.317, 2.131, 4.158], [-1.300, 1.859, 4.910], [-0.371, 0.124, -1.621], [-1.111, 1.738, -1.758], [-2.896, 0.550, 0.120], [-3.065, 0.331, -1.627], [-2.463, -1.657, 0.569], [-1.181, -1.779, -0.685], [-3.831, -2.937, -0.796], [-3.884, -1.587, -1.982], [-1.421, -2.601, -2.651], [-2.924, -3.342, -3.335], [-2.075, -5.300, -2.429], [-2.528, -4.645, -0.762], [1.004, -5.694, -1.181], [-0.119, -5.700, 0.213], [-0.628, -6.449, -1.364], [1.812, 1.145, -0.873], [3.795, -0.743, 0.473], [4.563, 0.744, -0.170], [2.669, -0.434, -1.989], [4.917, 1.146, -2.249], [5.301, -0.547, -2.871], [3.911, 0.397, -3.516], [4.107, 1.081, 2.185], [3.731, 2.126, 3.579], [2.122, 0.480, 4.566], [2.147, -0.474, 3.072], [4.778, -0.480, 3.839], [3.331, -0.109, 6.244], [4.984, -0.741, 6.004], [2.858, -2.707, 5.261], [2.068, -3.303, 7.496], [1.598, -1.624, 7.161], [3.026, -1.996, 8.283], [4.157, -4.016, 6.630], [-8.123, 5.342, 1.852], [-7.067, 5.602, 0.790], [-6.126, 4.555, 0.658], [-6.644, 3.288, 0.285], [-7.339, 3.291, -1.065], [-7.652, 5.116, 2.810], [-8.761, 6.220, 1.976], [-8.762, 4.496, 1.590], [-6.498, 6.490, 1.069], [-7.532, 5.821, -0.178], [-7.304, 2.902, 1.069], [-5.787, 2.614, 0.239], [-8.242, 3.906, -1.054], [-7.630, 2.277, -1.343], [-6.678, 3.692, -1.836], [2.202, -2.101, -5.710], [3.142, -1.145, -6.426], [4.495, -1.276, -6.027], [5.099, -2.536, -6.249], [5.142, -2.941, -7.713], [2.302, -1.995, -4.628], [1.166, -1.890, -5.984], [2.412, -3.142, -5.961], [2.852, -0.120, -6.189], [3.053, -1.250, -7.513], [4.609, -3.305, -5.642], [6.121, -2.449, -5.876], [4.141, -3.101, -8.117], [5.703, -3.869, -7.833], [5.617, -2.162, -8.313]], "mulliken_charge": [-0.40, -0.60, 0.10, -0.85, -0.40, -0.83, -0.22, -0.63, -0.85, -0.80, -0.46, -0.23, -0.78, -0.65, 0.72, -0.71, -0.39, -0.57, -0.35, -0.11, -0.02, -0.60, 0.05, -0.25, -0.81, 0.49, -1.39, -0.56, -0.42, -0.19, 0.33, 0.22, 0.23, 0.45, 0.23, 0.15, 0.45, 0.31, 0.47, -0.04, 0.38, 0.35, 0.28, 0.46, 0.38, 0.34, 0.41, 0.41, 0.31, 0.20, 0.27, 0.32, 0.27, 0.03, 0.43, 0.26, 0.27, 0.22, 0.11, 0.32, 0.18, 0.17, -0.06, 0.28, 0.33, 0.42, 0.15, 0.42, 0.34, 0.30, 0.32, -1.08, -0.36, -0.31, -0.11, -1.16, 0.30, 0.39, 0.27, 0.34, 0.31, 0.27, 0.16, 0.30, 0.39, 0.30, -0.97, -0.42, -0.40, -0.31, -1.08, 0.24, 0.41, 0.26, 0.37, 0.34, 0.31, 0.34, 0.26, 0.40, 0.29], "total_charge": -1}

What are the HOMO level values for these records? In order: -2.7 -4.0 eV.
What are the lowest unoccupied orbital energy values for these records? In order: 1.935 2.499 eV.